Formula: C3H3ClN2Si
Source: the Open Molecules 2025 dataset
Level of theory: ωB97M-V/def2-TZVPD

Summary:
relative energy (zero: lowest compared OMol25 entry of this formula, charge and spin) = 17.7 kcal/mol
Kohn-Sham gap = 0.3281 Ha
strongest force on any atom = 0.0827 hartree/bohr
highest occupied orbital energy = -9.796 eV

Each line ends with the Löwdin charge.
Positions of all 10 atoms, in Å:
C 1.09478 -1.44737 1.81654  -0.36
C -2.83797 -0.32338 -2.82609  -0.07
C 0.25039 1.14372 0.61589  -0.26
N 0.87104 -2.05314 2.74072  0.08
N -2.06680 -0.08814 -1.98256  0.05
Si 1.35497 -0.17718 0.42622  0.23
Cl 2.69060 -0.95133 -0.87346  0.35
H 0.00003 1.63095 1.61033  0.02
H 0.25096 1.83576 -0.23144  -0.03
H -1.60800 0.43011 -1.29616  0.00